# 1
Here is C19H20ClCsN2O7 as an isolated structure from OMol25. Energies are from ωB97M-V/def2-TZVPD.

Values from the calculation:
Orbital gap, hartree: 0.241
M, g/mol: 556.734
HOMO level, eV: -2.53
Total charge: -2
Relative energy (zero: lowest compared OMol25 entry of this formula, charge and spin), kcal/mol: 5.7
E_tot, eV: -50414.17666

Atoms and positions in Å:
Cs1 0.6538 0.8183 -1.4357
O1 1.0623 0.2347 3.2046
C1 2.2899 0.8698 2.9144
C2 2.1315 2.3696 2.7037
N1 1.1543 2.6335 1.6713
C3 1.5653 3.5622 0.6426
C4 2.9478 3.2106 0.0113
O2 3.7705 4.1422 -0.0498
O3 3.0741 2.0224 -0.3851
C5 -0.2240 2.7602 2.0962
C6 -1.2163 1.7601 1.4422
O4 -2.3714 2.1544 1.2427
O5 -0.7421 0.6075 1.1813
H1 0.4755 0.3627 2.4114
H2 2.7360 0.4515 2.0052
H3 2.9651 0.6746 3.7561
H4 3.1009 2.7692 2.3940
H5 1.8619 2.8578 3.6555
H6 1.5970 4.6077 0.9907
H7 0.8143 3.5145 -0.1564
H8 -0.6148 3.7707 1.9216
H9 -0.2833 2.5754 3.1739
Cl1 -4.0013 0.1087 -8.3781
C7 -2.8302 0.5125 -7.1277
C8 -2.5908 1.8631 -6.8174
C9 -1.6837 2.1998 -5.8567
C10 -0.9232 1.2140 -5.1113
O6 -0.0781 1.5523 -4.2584
C11 -1.2247 -0.1642 -5.4518
C12 -0.6095 -1.2992 -4.7930
O7 0.1821 -1.3181 -3.8692
C13 -2.1605 -0.4694 -6.4542
H10 -3.1382 2.6331 -7.3492
H11 -1.4977 3.2384 -5.6117
H12 -0.9417 -2.2724 -5.2296
H13 -2.3536 -1.5123 -6.6858
C14 -0.7001 -4.0108 5.3487
C15 -0.3398 -3.9573 3.8903
C16 -0.0270 -5.1067 3.1722
C17 0.3177 -4.9931 1.8354
N2 0.3569 -3.8404 1.1742
C18 0.0581 -2.7379 1.8648
C19 -0.2909 -2.7498 3.2092
H14 -0.8679 -5.0364 5.6799
H15 -1.6015 -3.4297 5.5466
H16 0.0992 -3.5827 5.9571
H17 -0.0496 -6.0835 3.6428
H18 0.5572 -5.8837 1.2606
H19 0.0824 -1.7982 1.3234
H20 -0.4922 -1.8061 3.6973



# 2
Here is C19H20ClN5O2S2 as an isolated structure at a distorted geometry from OMol25. Energies are from ωB97M-V/def2-TZVPD.

Values from the calculation:
Orbital gap, hartree: 0.329
M, g/mol: 449.989
HOMO level, eV: -8.67
Relative energy (zero: lowest compared OMol25 entry of this formula, charge and spin), kcal/mol: 115.5
E_tot, eV: -65762.51251

Atoms and positions in Å:
O1 -4.9846 1.1383 4.8281
O2 -4.0954 3.4782 4.7144
Cl1 -1.3487 3.3845 -0.0210
N1 -0.7484 1.0738 5.3758
N2 -2.2942 -0.2225 1.6973
S1 0.4047 3.1466 4.8747
C1 0.2955 1.4872 4.7955
C2 -1.1489 3.3251 5.5978
C3 -1.5494 2.0808 5.6776
C4 -2.8916 0.3082 2.7586
C5 -1.9068 0.7625 0.7983
C6 5.1033 -1.5809 -4.8450
C7 4.5237 -2.7490 -5.0607
C8 4.4145 -0.5415 -4.3104
C9 3.1885 -2.9127 -4.6617
C10 3.0582 -0.6501 -4.0192
C11 -2.3507 2.5257 2.3132
C12 -1.8789 2.1373 1.0939
C13 2.3957 -1.8454 -4.2196
C14 -2.8929 1.5838 3.1846
N3 0.6659 -1.2628 -2.6331
N4 -1.3695 0.6033 -0.4685
N5 -2.8086 1.6485 5.9367
C15 0.9743 -1.8816 -3.9159
C16 0.9406 -2.0799 -1.4417
C17 -0.7104 -0.7466 -2.4686
C18 0.1761 -1.2676 -0.2987
C19 -1.1004 -0.7820 -0.9710
S2 -3.8076 2.0418 4.6998
H1 1.1521 0.8542 4.4833
H2 -1.6816 4.2352 5.8163
H3 -3.3808 -0.3976 3.4178
H4 6.1571 -1.4047 -5.0198
H5 5.0276 -3.5420 -5.6214
H6 4.9166 0.3919 -3.9413
H7 2.7008 -3.7207 -4.9331
H8 2.5086 0.1257 -3.3533
H9 -2.4005 3.6251 2.4618
H10 -0.7345 1.3777 -0.8240
H11 -2.7832 0.6272 6.1098
H12 0.4071 -2.8688 -3.8756
H13 0.5058 -1.4650 -4.8102
H14 0.6389 -3.1314 -1.4956
H15 1.9951 -2.1827 -1.3126
H16 -1.3849 -1.2734 -3.1289
H17 -0.6468 0.3328 -2.7220
H18 0.7752 -0.4303 0.0012
H19 -0.0816 -1.8455 0.5665
H20 -1.9454 -1.5112 -0.8301